Record 1
10 unconnected molecules or ions with the total composition C29H41O28, computed with the ωB97M-V functional and the def2-TZVPD basis.

Output
* HOMO energy: -0.136 Ha
* maximum force: 6.751 eV/Å

```
! RIJCOSX wB97M-V def2-TZVPD def2/J DEFGRID3
* xyz -1 1
C 1.09167 -0.20754 0.88430
C -0.21740 -0.80820 0.28101
O -1.45156 -0.23354 0.68620
H 1.14423 0.87405 0.75983
H 2.01792 -0.66035 0.53057
H 1.00865 -0.29853 1.96733
H -0.12490 -1.87481 0.48570
H -0.13238 -0.66448 -0.79613
C 0.32159 -3.84593 -6.75347
C 0.46969 -2.35602 -6.65440
O 1.59056 -2.10997 -7.52895
C 2.32773 -3.23304 -7.60975
O 3.44256 -3.39201 -8.08940
O 1.69293 -4.24036 -7.03825
H -0.11883 -4.26639 -7.65753
H -0.10247 -4.45206 -5.95291
H 0.61019 -2.04775 -5.61838
H -0.49780 -2.02683 -7.03344
C -3.37151 5.13689 0.94619
C -4.32805 4.98441 -0.19217
O -5.30190 6.00899 0.06666
C -4.74305 6.94099 0.81045
O -5.18904 8.07202 1.03581
O -3.59098 6.50710 1.38877
H -2.39145 5.02758 0.48183
H -3.55181 4.48532 1.80120
H -4.89059 4.05314 -0.12592
H -3.92898 5.21077 -1.18091
C 3.84012 -5.06956 -1.92448
C 4.95534 -4.24289 -2.67366
O 5.94519 -4.16132 -1.63966
C 5.57442 -4.63759 -0.49486
O 6.27930 -4.72282 0.52491
O 4.48692 -5.25475 -0.64516
H 3.56932 -6.05746 -2.29710
H 2.88907 -4.53727 -1.94105
H 4.72824 -3.25582 -3.07642
H 5.34819 -4.85997 -3.48173
C 7.68581 2.65818 -1.04635
C 7.86477 3.63755 0.08401
O 8.78106 4.55118 -0.44318
C 9.16530 4.22307 -1.67860
O 10.02678 4.83871 -2.33495
O 8.45903 3.17269 -2.12957
H 6.63632 2.47683 -1.27820
H 8.00981 1.65195 -0.78058
H 8.37562 3.07048 0.86219
H 6.96917 4.14898 0.43677
C -7.43657 0.52202 2.95585
C -6.61612 0.17445 4.18639
O -6.66755 1.41312 4.89467
C -7.41194 2.34596 4.28455
O -7.63129 3.47779 4.67517
O -7.84037 1.84654 3.12872
H -8.27279 -0.17218 2.87271
H -6.79356 0.58320 2.07784
H -5.62385 -0.17194 3.89739
H -7.02942 -0.69684 4.69448
C 1.33258 4.71200 -3.18394
C 2.45200 4.36118 -4.20745
O 3.51774 5.17999 -3.70314
C 3.17046 5.75056 -2.52183
O 3.90044 6.54701 -1.96091
O 1.86730 5.52678 -2.25893
H 0.98901 3.76440 -2.76908
H 0.56642 5.31847 -3.66695
H 2.11198 4.66796 -5.19658
H 2.69567 3.29883 -4.21785
C -5.39916 -1.81861 -3.76883
C -6.51642 -0.86245 -3.44154
O -7.59580 -1.35790 -4.26869
C -7.36434 -2.62768 -4.58110
O -8.12982 -3.47946 -5.06915
O -6.10202 -2.94271 -4.29188
H -4.75957 -1.98565 -2.90216
H -4.68787 -1.43263 -4.49902
H -6.25565 0.14586 -3.76314
H -6.87084 -0.86207 -2.41077
C 1.81050 -5.15184 4.06034
C 1.46324 -6.64997 4.11062
O 2.52263 -7.19433 4.89325
C 3.24122 -6.30389 5.37622
O 4.10042 -6.45737 6.23948
O 3.00799 -5.15825 4.85407
H 0.94385 -4.61867 4.45120
H 1.93589 -4.82279 3.02879
H 1.40656 -6.93618 3.06039
H 0.51693 -6.96547 4.54999
C -0.11098 0.64974 7.64338
C -0.88999 1.80518 6.91592
O -2.01322 1.99181 7.75548
C -2.15636 0.88394 8.50835
O -3.07157 0.64460 9.35157
O -1.16137 0.06649 8.31254
H 0.66481 0.85376 8.38137
H 0.35512 -0.06992 6.97037
H -1.26999 1.34569 6.00346
H -0.26910 2.64787 6.61183
*
```

***

Record 2
2 unconnected molecules or ions with the total composition C3H11N, computed with the ωB97M-V functional and the def2-TZVPD basis.

Output
* structure (SMILES): CCN.C
* HOMO energy: -0.327 Ha
* ΔE to the lowest compared entry with this formula, charge and spin: 17.5 kcal/mol
* maximum force: 2.595 eV/Å

```
! RIJCOSX wB97M-V def2-TZVPD def2/J DEFGRID3
* xyz 0 1
C 0.94079 1.11092 0.14392
C 1.15193 0.48656 -1.28184
N -0.00242 0.87455 -2.12216
H -0.11974 0.92843 0.39706
H 1.37676 2.11746 0.16197
H 1.68747 0.59504 0.76717
H 1.12115 -0.60481 -1.10818
H 2.13151 0.64324 -1.75756
H -0.87422 1.09949 -1.67166
H -0.19196 0.21211 -2.86286
C -1.46610 -1.51899 1.87967
H -0.80417 -0.69310 2.12610
H -1.74526 -1.87016 2.86640
H -2.26836 -1.16366 1.24344
H -0.93739 -2.21708 1.21854
*
```

***

Record 3
A single C4H6O2 molecule, computed with the ωB97M-V functional and the def2-TZVPD basis.

Output
* structure (SMILES): CC(=O)CC=O
* HOMO energy: -0.366 Ha
* ΔE to the lowest compared entry with this formula, charge and spin: 17.7 kcal/mol
* maximum force: 0.507 eV/Å

```
! RIJCOSX wB97M-V def2-TZVPD def2/J DEFGRID3
* xyz 0 1
C -1.04021 0.30872 -1.18759
C -0.62250 0.55410 0.23689
O -1.39043 0.77489 1.14566
C 0.87162 0.37770 0.50696
C 0.97370 -1.07819 0.91579
O 1.25568 -1.95476 0.13552
H -0.65771 -0.66900 -1.50699
H -0.58007 1.06021 -1.83868
H -2.12635 0.34227 -1.27763
H 1.47026 0.52910 -0.39489
H 1.17216 1.05960 1.30693
H 0.67384 -1.30464 1.95803
*
```

***

Record 4
A molecular structure, C26H31FIrN3O5PS, computed with the ωB97M-V functional and the def2-TZVPD basis.

Output
* HOMO energy (spin up / spin down): -0.466 / -0.478 Ha
* ΔE to the lowest compared entry with this formula, charge and spin: 36.6 kcal/mol
* maximum force: 1.170 eV/Å

```
! RIJCOSX wB97M-V def2-TZVPD def2/J DEFGRID3
* xyz 2 2
Ir -0.19583 -0.17547 0.03809
C -1.60512 6.24370 4.09509
C -1.04894 6.37439 2.68516
N -0.49315 5.09955 2.19396
C -1.31093 4.26068 1.55332
C -0.94098 3.03004 1.07306
C -1.99569 2.19131 0.40919
O -2.94103 2.72550 -0.10814
O -1.81894 0.89069 0.52304
C 0.39030 2.60990 1.19297
O 0.86871 1.53010 0.71466
C 1.27783 3.50396 1.90892
C 2.61014 3.12990 2.12657
C 3.45508 3.94205 2.81817
F 4.72319 3.52685 2.98054
C 3.03773 5.18565 3.34418
C 1.70996 5.53133 3.15236
C 0.82428 4.72535 2.42436
N 3.88456 6.05462 4.06848
C 3.83444 7.48519 3.77665
C 3.99687 8.26716 5.08736
N 4.77409 7.42068 6.05518
C 5.87598 6.71018 5.33179
C 5.24627 5.63985 4.42897
H -2.04636 7.18872 4.40916
H -0.82675 5.97122 4.80935
H -2.38294 5.48087 4.12810
H -0.27356 7.13462 2.63385
H -1.83712 6.66975 1.99646
H -2.33413 4.58437 1.40446
H 2.97410 2.19720 1.71513
H 1.34906 6.44743 3.59461
H 2.89105 7.75351 3.31536
H 4.62600 7.75555 3.06865
H 3.03998 8.51368 5.54194
H 4.55081 9.18780 4.91461
H 4.15066 6.71737 6.45529
H 5.13727 7.99689 6.81469
H 6.55295 6.25333 6.04898
H 6.42526 7.45802 4.76393
H 5.19059 4.69716 4.96784
H 5.89800 5.49864 3.56435
O 3.58082 -1.35973 -0.37862
C 2.46078 -1.46009 -0.80878
O 1.35686 -1.45214 -0.08754
C 2.21291 -1.69453 -2.26577
C 3.20641 -2.27335 -3.03824
C 3.01112 -2.48565 -4.39470
C 1.82392 -2.09005 -5.00098
C 0.82694 -1.50702 -4.24244
C 1.01026 -1.31863 -2.86575
S -0.36126 -0.57915 -2.09596
H 4.13600 -2.55708 -2.56465
H 3.78751 -2.95734 -4.98175
H 1.66930 -2.23891 -6.06060
H -0.10481 -1.19514 -4.69883
C -0.40242 -1.01810 3.32281
P -0.80721 -1.66452 1.68757
C -0.05625 -3.29170 1.62216
C -2.58859 -1.91184 1.72557
H -0.74934 -1.73339 4.06957
H -0.89891 -0.06008 3.47705
H 0.67496 -0.88311 3.41746
H -0.42498 -3.88258 2.46140
H 1.02625 -3.19375 1.67357
H -0.31067 -3.78137 0.68301
H -2.84947 -2.56368 2.56002
H -2.92175 -2.36161 0.79067
H -3.08099 -0.94640 1.83456
*
```

***

Record 5
2 unconnected molecules or ions with the total composition C23H15F3N3O3S2, computed with the ωB97M-V functional and the def2-TZVPD basis.

Output
* HOMO energy: -0.199 Ha
* ΔE to the lowest compared entry with this formula, charge and spin: 9.9 kcal/mol
* maximum force: 3.396 eV/Å

```
! RIJCOSX wB97M-V def2-TZVPD def2/J DEFGRID3
* xyz -1 1
C -3.27769 1.15767 -2.39803
C -3.13950 -0.21819 -2.18189
C -1.92149 -0.74721 -1.72309
C -0.82842 0.09965 -1.44139
C 0.49984 -0.41841 -0.96098
N 1.24520 0.28956 -0.17806
C 2.64787 0.03573 0.12428
C 3.36724 1.23835 -0.36426
N 3.95491 2.17686 -0.74602
C 0.87198 -1.79081 -1.45809
C 0.64315 -2.19028 -2.78913
C 1.13993 -3.41362 -3.26674
C 1.85215 -4.25879 -2.40493
C 1.99625 -3.91795 -1.05681
C 1.47593 -2.70020 -0.58786
C -1.00377 1.47696 -1.59730
C -2.20000 2.00521 -2.10017
H -4.22226 1.57156 -2.76967
H -3.99596 -0.87751 -2.36688
H -1.83820 -1.81444 -1.54479
H 2.99451 -0.92163 -0.32400
H 0.09372 -1.52004 -3.46536
H 0.98982 -3.69298 -4.31295
H 2.29910 -5.17959 -2.78591
H 2.52289 -4.56977 -0.36013
H 1.55979 -2.40782 0.46722
H -0.18232 2.12238 -1.30037
H -2.30038 3.08713 -2.23566
F 3.47935 -2.32607 3.49509
C 2.85703 -1.11866 3.52903
F 1.57902 -1.30549 3.89850
F 3.47107 -0.32443 4.47583
S 3.43153 -0.08341 1.83073
N 0.93845 0.66607 2.55891
C -0.18236 0.06344 2.13488
O -0.41909 -1.13075 1.84074
C -1.27388 1.08793 1.98117
C -0.78133 2.35365 2.08618
C -1.53364 3.47331 1.72794
C -2.85035 3.24357 1.28218
C -3.36332 1.93048 1.17270
C -2.55713 0.82974 1.50338
S 0.97201 2.22838 2.48310
O 1.15339 2.90501 3.76520
O 1.64643 2.80639 1.34461
H -1.08153 4.46436 1.81335
H -3.48610 4.07541 1.00618
H -4.38720 1.75874 0.80766
H -2.85665 -0.21950 1.39161
*
```

***

Record 6
A molecular structure, C4H6InO3, computed with the ωB97M-V functional and the def2-TZVPD basis.

Output
* HOMO energy: -0.787 Ha
* ΔE to the lowest compared entry with this formula, charge and spin: 13.9 kcal/mol
* maximum force: 5.052 eV/Å

```
! RIJCOSX wB97M-V def2-TZVPD def2/J DEFGRID3
* xyz 3 1
In 1.30539 -4.75491 7.67360
C -1.15789 0.75165 -1.76707
C -0.00166 0.12713 -1.04015
C 0.71060 1.10143 -0.20005
O 1.12133 0.32821 0.87382
C 0.31295 -0.75833 0.93954
O 0.39997 -1.56800 1.86485
O -0.46858 -0.82423 -0.10433
H -1.82705 1.34615 -1.14507
H -1.79477 -0.08038 -2.06741
H -0.79564 1.27559 -2.65157
H 0.62625 -0.37894 -1.77346
H 0.07028 1.88605 0.20303
H 1.49878 1.54860 -0.80577
*
```

***

Q: Which value of maximum force does entry 1 give?
A: 6.751 eV/Å